[1]
The following is a DFT calculation (ωB97M-V with the def2-TZVPD basis set) of a molecular structure, C22H49GaNO31S7.

Last column: Mulliken charge in e.
Geometry (Å):
C  8.934  -4.704  -3.966  -1.30
C  7.439  -4.914  -3.717  0.22
O  7.293  -5.363  -2.357  -0.59
C  6.637  -3.609  -3.917  -0.59
N  5.763  -3.666  -5.079  -0.01
C  4.639  -2.724  -5.042  -0.88
C  3.625  -2.957  -3.920  0.02
O  2.462  -2.241  -4.145  -0.58
Ga  1.287  -2.352  -2.635  0.80
C  -0.056  -3.898  -2.954  -0.86
C  0.686  -5.158  -3.410  0.45
C  -0.150  -6.447  -3.276  -1.43
O  1.110  -5.033  -4.769  -0.51
H  9.303  -3.949  -3.266  0.36
H  9.130  -4.425  -5.003  0.22
H  9.446  -5.634  -3.708  0.37
H  7.040  -5.720  -4.336  0.33
H  7.499  -4.602  -1.806  0.34
H  6.115  -3.404  -2.976  0.25
H  7.353  -2.790  -4.080  0.26
H  5.469  -4.609  -5.291  0.30
H  5.046  -1.707  -5.048  0.29
H  4.088  -2.846  -5.983  0.29
H  3.494  -4.051  -3.809  0.10
H  4.088  -2.616  -2.974  0.08
H  0.469  -0.990  -2.449  -0.44
H  2.139  -2.755  -1.322  -0.32
H  -0.737  -3.529  -3.732  0.24
H  -0.589  -4.074  -2.015  0.25
H  1.555  -5.277  -2.753  0.17
H  -0.763  -6.619  -4.168  0.33
H  0.537  -7.305  -3.231  0.34
H  -0.745  -6.472  -2.364  0.35
H  0.359  -5.250  -5.323  0.30
C  -1.847  0.480  2.148  -0.25
C  -2.201  1.114  0.823  -0.10
O  -1.112  0.772  -0.045  -0.36
S  -0.537  -0.673  0.352  1.02
O  -1.137  -1.649  -0.481  -0.43
O  0.860  -0.563  0.544  -0.56
O  -1.252  -0.776  1.797  -0.36
H  -1.108  1.074  2.690  0.16
H  -2.715  0.323  2.779  0.34
H  -2.306  2.193  0.891  0.34
H  -3.112  0.688  0.410  0.10
C  -6.188  -1.156  -1.107  -0.34
C  -6.932  -1.696  0.093  -0.18
O  -6.645  -0.752  1.143  -0.34
S  -6.494  0.708  0.519  1.05
O  -7.722  1.413  0.661  -0.58
O  -5.268  1.258  0.971  -0.41
O  -6.345  0.274  -1.006  -0.32
H  -5.123  -1.391  -1.059  0.31
H  -6.593  -1.508  -2.044  0.33
H  -6.604  -2.691  0.376  0.32
H  -8.009  -1.700  -0.073  0.19
C  -1.162  5.226  5.035  -0.31
C  -0.413  3.938  5.287  -0.18
O  -1.411  3.038  5.804  -0.24
S  -2.814  3.369  5.125  0.93
O  -3.033  2.488  4.031  -0.38
O  -3.781  3.522  6.154  -0.60
O  -2.441  4.804  4.533  -0.34
H  -1.320  5.780  5.960  0.25
H  -0.667  5.863  4.312  0.39
H  0.393  4.060  6.001  0.22
H  -0.017  3.513  4.362  0.23
C  0.623  1.051  10.395  -0.33
C  -0.156  2.190  11.019  -0.35
O  0.239  3.342  10.264  -0.33
S  0.531  2.916  8.745  1.21
O  -0.611  3.179  7.946  -0.42
O  1.812  3.407  8.382  -0.61
O  0.615  1.339  8.993  -0.33
H  1.659  1.039  10.738  0.30
H  0.169  0.081  10.579  0.31
H  0.077  2.331  12.071  0.31
H  -1.232  2.052  10.898  0.28
C  -0.573  9.846  8.154  -0.32
C  -0.946  10.496  6.839  -0.34
O  0.137  10.162  5.961  -0.32
S  0.716  8.721  6.343  1.02
O  0.133  7.746  5.491  -0.42
O  2.119  8.828  6.503  -0.55
O  0.021  8.597  7.780  -0.28
H  0.172  10.433  8.695  0.28
H  -1.434  9.673  8.795  0.31
H  -1.048  11.575  6.915  0.31
H  -1.864  10.071  6.428  0.28
C  -10.375  1.098  -2.146  -0.24
C  -10.744  0.871  -3.599  -0.32
O  -10.074  -0.350  -3.946  -0.32
S  -10.016  -1.309  -2.671  1.03
O  -11.070  -2.255  -2.738  -0.55
O  -8.666  -1.705  -2.480  -0.49
O  -10.386  -0.216  -1.570  -0.29
H  -9.369  1.509  -2.043  0.20
H  -11.082  1.740  -1.628  0.32
H  -10.415  1.677  -4.247  0.31
H  -11.818  0.719  -3.722  0.28
C  7.656  -1.953  -8.310  -0.27
C  7.428  -3.445  -8.314  -0.08
O  7.671  -3.839  -9.679  -0.35
S  8.799  -2.906  -10.311  1.08
O  10.054  -3.566  -10.237  -0.55
O  8.314  -2.384  -11.539  -0.54
O  8.773  -1.760  -9.199  -0.34
H  6.797  -1.415  -8.714  0.31
H  7.890  -1.570  -7.321  0.27
H  6.420  -3.712  -8.010  0.19
H  8.148  -3.961  -7.676  0.25

E_HOMO   -3.97 eV
Energy relative to the best compared isomer or geometry (same formula, charge and spin)   0.0 kcal per mole
Total charge   -1
HOMO-LUMO gap   0.1899 hartree


[2]
The following is a DFT calculation (ωB97M-V with the def2-TZVPD basis set) of a molecular structure, C22H49GdN2P3S2.

Last column: Löwdin spin population.
Geometry (Å):
Gd  -0.025  0.197  -0.219  6.82
P  -1.085  -1.401  1.813  0.03
P  1.691  -1.755  -1.462  0.02
P  -2.050  -0.876  -1.759  0.05
H  0.376  2.978  -0.878  0.00
C  -0.669  2.652  -0.781  0.00
C  -1.284  2.375  0.416  -0.01
H  -0.790  2.437  1.399  0.00
C  -0.449  -1.256  3.529  0.01
C  -0.915  -3.217  1.590  0.01
C  -2.879  -1.240  2.143  0.01
C  2.428  -0.881  -2.899  0.00
C  3.223  -2.352  -0.664  0.00
C  1.115  -3.298  -2.256  0.01
C  -3.551  0.150  -1.528  0.01
C  -2.708  -2.571  -1.726  0.01
C  -1.478  -0.703  -3.493  0.01
H  -1.257  2.782  -1.693  0.00
H  -2.364  2.225  0.469  0.00
H  -0.432  -0.200  3.828  0.00
H  0.578  -1.639  3.604  0.00
H  -1.101  -1.829  4.208  0.00
H  0.147  -3.487  1.586  0.00
H  -1.359  -3.534  0.640  0.00
H  -1.421  -3.714  2.425  0.00
H  -3.104  -0.201  2.410  0.00
H  -3.121  -1.898  2.985  0.00
H  -3.480  -1.513  1.268  0.00
H  3.116  -1.558  -3.421  0.00
H  2.967  -0.002  -2.528  0.00
H  1.635  -0.545  -3.577  0.00
H  3.839  -2.844  -1.430  0.00
H  2.979  -3.063  0.134  0.00
H  3.764  -1.511  -0.213  0.00
H  1.970  -3.813  -2.715  0.00
H  0.357  -3.086  -3.017  0.00
H  0.661  -3.937  -1.490  0.00
H  -4.285  -0.070  -2.316  0.00
H  -3.309  1.223  -1.543  0.00
H  -3.984  -0.057  -0.539  0.00
H  -3.457  -2.698  -2.520  0.00
H  -3.157  -2.767  -0.748  0.00
H  -1.887  -3.279  -1.870  0.00
H  -2.287  -0.955  -4.194  0.00
H  -0.602  -1.335  -3.695  0.00
H  -1.139  0.328  -3.679  0.00
C  -3.549  3.588  -4.905  0.00
C  -3.215  3.754  -6.269  0.00
C  -3.519  4.957  -6.919  0.00
C  -4.190  5.978  -6.222  0.00
C  -4.678  5.741  -4.929  0.00
C  -4.389  4.536  -4.284  0.00
S  -3.006  2.112  -4.097  0.00
H  -1.602  2.262  -4.170  0.00
H  -2.747  2.911  -6.792  0.00
H  -3.256  5.088  -7.975  0.00
H  -4.372  6.935  -6.712  0.00
H  -5.301  6.488  -4.440  0.00
H  -4.820  4.281  -3.318  0.00
C  4.141  -2.526  4.606  0.00
C  4.291  -1.367  3.648  0.00
N  2.971  -1.001  3.021  0.00
C  2.737  0.304  2.675  0.00
S  2.226  0.742  1.089  -0.02
N  2.855  1.263  3.601  0.00
C  3.045  1.062  5.063  0.00
C  4.209  1.918  5.546  0.00
H  3.420  -2.288  5.390  0.00
H  5.096  -2.743  5.097  0.00
H  3.800  -3.433  4.096  0.00
H  4.736  -0.490  4.137  0.00
H  4.948  -1.644  2.815  0.00
H  2.793  -1.632  2.228  0.00
H  2.525  2.190  3.309  0.00
H  2.121  1.367  5.568  0.00
H  3.204  0.002  5.290  0.00
H  4.028  2.991  5.395  0.00
H  4.442  1.747  6.607  0.00
H  5.115  1.681  4.978  0.00

E_HOMO (alpha / beta)   -14.70 / -14.69 eV
Energy relative to the best compared isomer or geometry (same formula, charge and spin)   0.0 kcal per mole
Spin multiplicity   8
Total charge   +3
HOMO-LUMO gap (alpha / beta)   0.1741 / 0.1079 hartree


[3]
The following is a DFT calculation (ωB97M-V with the def2-TZVPD basis set) of a molecular structure, C22H49N2OP3ReS.

Last column: Löwdin spin population.
Geometry (Å):
Re  -0.979  0.105  -0.334  1.52
P  -0.416  -0.584  2.036  -0.01
P  -1.631  -1.919  -0.807  0.04
P  -2.042  1.950  0.719  0.05
H  1.524  1.570  -2.271  0.00
C  1.164  2.200  -1.455  0.03
C  1.531  2.146  -0.128  0.03
H  2.400  1.522  0.090  0.00
C  0.796  -1.900  2.645  0.00
C  -1.917  -1.402  2.820  0.00
C  0.017  0.681  3.366  0.00
C  -1.197  -2.201  -2.534  0.03
C  -1.204  -3.451  -0.022  0.00
C  -3.407  -1.625  -0.806  0.03
C  -1.211  3.399  1.510  0.00
C  -3.328  1.545  1.966  0.01
C  -3.077  2.827  -0.501  0.02
H  0.638  3.015  -1.902  0.00
H  1.135  2.874  0.594  0.00
H  1.794  -1.452  2.757  0.00
H  0.865  -2.740  1.936  0.00
H  0.485  -2.303  3.629  0.00
H  -2.333  -2.164  2.148  0.00
H  -2.695  -0.661  3.026  0.00
H  -1.640  -1.893  3.767  0.00
H  0.782  1.365  2.973  0.00
H  0.432  0.177  4.265  0.00
H  -0.863  1.267  3.670  0.00
H  -2.047  -2.631  -3.062  0.00
H  -0.360  -2.894  -2.592  0.00
H  -0.927  -1.271  -3.042  0.00
H  -2.033  -4.152  -0.138  0.00
H  -0.985  -3.356  1.043  0.00
H  -0.326  -3.881  -0.507  0.00
H  -3.917  -2.476  -1.244  0.00
H  -3.661  -0.743  -1.402  0.00
H  -3.791  -1.472  0.201  0.00
H  -1.971  4.053  1.969  0.00
H  -0.663  3.971  0.750  0.00
H  -0.510  3.063  2.284  0.00
H  -4.042  2.377  2.020  0.00
H  -2.889  1.391  2.957  0.00
H  -3.869  0.644  1.656  0.00
H  -3.847  3.428  -0.002  0.00
H  -3.567  2.098  -1.153  0.00
H  -2.475  3.490  -1.125  0.00
C  -2.047  1.319  -3.323  0.21
C  -2.598  0.685  -4.511  0.11
C  -3.185  1.437  -5.515  0.04
C  -3.162  2.843  -5.496  0.29
C  -2.409  3.484  -4.502  0.05
C  -1.804  2.740  -3.485  0.11
O  -1.829  0.692  -2.152  0.24
H  0.497  1.423  -0.734  0.02
H  -2.593  -0.401  -4.555  0.00
H  -3.719  0.914  -6.366  0.00
H  -3.685  3.427  -6.250  0.01
H  -2.305  4.579  -4.515  0.00
H  -1.200  3.237  -2.768  0.00
C  4.018  -3.123  2.587  0.00
C  4.562  -3.068  1.196  0.00
N  3.628  -2.442  0.177  0.01
C  2.909  -1.312  0.355  0.01
S  1.317  -1.051  -0.536  0.11
N  3.389  -0.361  1.167  0.01
C  4.824  -0.074  1.447  0.00
C  5.738  -0.086  0.255  0.00
H  3.983  -2.146  3.061  0.00
H  4.673  -3.736  3.195  0.00
H  3.029  -3.569  2.630  0.00
H  5.501  -2.518  1.148  0.00
H  4.760  -4.075  0.816  0.00
H  3.284  -3.044  -0.566  0.00
H  2.706  0.326  1.470  0.00
H  4.828  0.917  1.910  0.00
H  5.159  -0.769  2.215  0.00
H  5.505  0.722  -0.436  0.00
H  6.758  0.074  0.605  0.00
H  5.725  -1.028  -0.293  0.00

E_HOMO (alpha / beta)   -19.72 / -20.12 eV
Energy relative to the best compared isomer or geometry (same formula, charge and spin)   68.4 kcal per mole
Spin multiplicity   4
Total charge   +4
HOMO-LUMO gap (alpha / beta)   0.2304 / 0.2245 hartree


[4]
The following is a DFT calculation (ωB97M-V with the def2-TZVPD basis set) of a molecular structure, C22H49N2P3RhS2.

Last column: Löwdin spin population.
Geometry (Å):
Rh  0.253  -0.157  -0.412  1.65
P  -1.352  -1.680  -0.443  0.15
P  1.306  -0.918  -2.157  0.16
P  -1.950  1.851  1.062  0.07
H  1.499  5.931  -5.505  0.00
C  1.336  6.478  -4.570  0.00
C  2.325  6.662  -3.688  0.02
H  3.322  6.242  -3.858  0.00
C  -2.767  -1.324  -1.542  0.03
C  -0.865  -3.380  -0.942  0.01
C  -2.148  -2.029  1.170  0.04
C  2.598  0.143  -2.850  0.04
C  2.247  -2.423  -1.744  0.02
C  0.229  -1.242  -3.600  0.03
C  -1.655  3.614  0.932  0.02
C  -1.271  1.192  2.581  0.01
C  -3.687  1.462  0.839  0.01
H  0.338  6.899  -4.413  0.00
H  2.189  7.273  -2.790  0.00
H  -3.486  -2.156  -1.499  0.01
H  -2.425  -1.210  -2.578  0.00
H  -3.279  -0.405  -1.244  0.00
H  -1.673  -4.068  -0.652  0.00
H  0.053  -3.675  -0.423  0.00
H  -0.699  -3.456  -2.020  0.00
H  -2.835  -2.883  1.062  0.01
H  -2.696  -1.155  1.542  0.00
H  -1.380  -2.285  1.910  0.00
H  3.180  -0.460  -3.557  0.01
H  3.243  0.510  -2.045  0.00
H  2.156  0.996  -3.374  0.00
H  1.877  -3.258  -2.355  0.00
H  2.169  -2.657  -0.671  0.00
H  3.301  -2.217  -1.986  0.00
H  0.871  -1.400  -4.476  0.01
H  -0.407  -0.365  -3.781  0.00
H  -0.403  -2.125  -3.454  0.00
H  -2.525  4.169  1.317  0.00
H  -1.500  3.866  -0.129  0.00
H  -0.764  3.904  1.508  0.00
H  -1.951  1.348  3.437  0.00
H  -0.317  1.705  2.767  0.00
H  -1.082  0.113  2.446  0.01
H  -4.303  2.263  1.274  0.00
H  -3.960  0.519  1.329  0.00
H  -3.900  1.402  -0.237  0.00
C  0.961  2.701  -1.710  0.15
C  -0.262  2.611  -2.409  0.09
C  -0.322  3.046  -3.733  0.03
C  0.846  3.412  -4.404  0.17
C  2.054  3.512  -3.710  0.00
C  2.083  3.282  -2.344  0.09
S  1.215  2.033  -0.142  0.58
H  -1.136  1.268  -0.010  0.05
H  -1.142  2.176  -1.924  0.01
H  -1.277  3.075  -4.255  0.00
H  0.800  3.685  -5.459  0.01
H  2.962  3.832  -4.222  0.00
H  2.990  3.445  -1.766  0.00
C  0.568  -4.380  2.305  0.01
N  0.587  -3.506  3.479  0.02
C  -0.430  -3.904  4.456  0.00
C  0.977  -2.210  3.328  0.05
S  1.408  -1.569  1.800  0.37
N  1.151  -1.426  4.441  0.03
C  1.741  -2.000  5.650  0.00
C  1.671  -0.075  4.206  0.01
H  0.593  -5.419  2.670  0.00
H  1.454  -4.181  1.688  0.00
H  -0.353  -4.251  1.696  0.00
H  -0.296  -4.981  4.622  0.00
H  -0.293  -3.388  5.398  0.00
H  -1.446  -3.754  4.075  0.00
H  2.843  -2.075  5.586  0.00
H  1.498  -1.308  6.467  0.00
H  1.329  -2.978  5.878  0.00
H  2.707  -0.109  3.819  0.00
H  1.039  0.446  3.481  0.00
H  1.654  0.456  5.164  0.00

E_HOMO (alpha / beta)   -14.95 / -15.86 eV
Energy relative to the best compared isomer or geometry (same formula, charge and spin)   21.4 kcal per mole
Spin multiplicity   5
Total charge   +3
HOMO-LUMO gap (alpha / beta)   0.2627 / 0.1513 hartree


[5]
The following is a DFT calculation (ωB97M-V with the def2-TZVPD basis set) of a molecular structure, C22H49N2P3SSeYb.

Last column: Löwdin spin population.
Geometry (Å):
Yb  -0.234  -0.575  -0.510  0.02
P  0.316  2.422  1.768  0.00
P  -2.777  0.747  -0.463  0.01
P  2.676  -0.006  -0.563  0.03
H  -1.435  -3.039  -8.664  0.00
C  -0.591  -3.715  -8.478  0.00
C  -0.754  -4.933  -7.943  0.00
H  -1.745  -5.333  -7.705  0.00
C  0.313  3.284  0.185  0.00
C  -1.028  3.073  2.755  0.00
C  1.897  2.766  2.533  0.00
C  -3.325  -0.443  -1.754  0.00
C  -4.013  0.451  0.860  0.00
C  -3.394  2.334  -1.156  0.00
C  2.924  -1.315  -1.832  0.00
C  3.775  -0.613  0.778  0.01
C  3.756  1.323  -1.242  0.01
H  0.406  -3.366  -8.780  0.00
H  0.110  -5.581  -7.761  0.00
H  0.404  4.355  0.429  0.00
H  -0.607  3.152  -0.400  0.00
H  1.160  3.027  -0.465  0.00
H  -0.659  4.021  3.164  0.00
H  -1.338  2.415  3.578  0.00
H  -1.902  3.278  2.126  0.00
H  1.799  3.767  2.969  0.00
H  2.698  2.783  1.781  0.00
H  2.180  2.055  3.319  0.00
H  -4.424  -0.484  -1.772  0.00
H  -2.941  -1.457  -1.534  0.00
H  -2.947  -0.138  -2.743  0.00
H  -4.892  1.097  0.725  0.00
H  -3.528  0.691  1.818  0.00
H  -4.322  -0.605  0.875  0.00
H  -4.486  2.310  -1.273  0.00
H  -2.915  2.520  -2.128  0.00
H  -3.127  3.150  -0.468  0.00
H  3.997  -1.536  -1.922  0.00
H  2.530  -0.984  -2.806  0.00
H  2.390  -2.229  -1.533  0.00
H  4.812  -0.685  0.419  0.00
H  3.430  -1.601  1.118  0.00
H  3.728  0.089  1.624  0.00
H  4.785  0.951  -1.342  0.00
H  3.750  2.176  -0.548  0.00
H  3.372  1.654  -2.218  0.01
C  0.160  0.141  -4.226  0.11
C  -0.322  -1.184  -4.278  0.07
C  -0.317  -1.872  -5.487  0.01
C  0.098  -1.240  -6.660  0.14
C  0.505  0.100  -6.633  0.00
C  0.537  0.786  -5.429  0.08
Se  0.373  1.129  -2.654  0.48
H  -0.132  -2.421  -1.282  0.00
H  -0.663  -1.672  -3.365  0.00
H  -0.647  -2.910  -5.529  0.00
H  0.091  -1.787  -7.595  0.01
H  0.800  0.618  -7.542  0.00
H  0.874  1.822  -5.392  0.00
C  -0.775  -3.020  6.034  0.00
C  0.248  -2.195  5.280  0.00
N  -0.327  -1.439  4.128  0.00
C  -0.021  -0.168  3.823  0.00
S  0.077  0.309  2.094  0.00
N  0.288  0.722  4.775  0.00
C  -0.410  0.794  6.091  0.00
C  0.597  1.255  7.131  0.00
H  -1.617  -2.410  6.374  0.00
H  -0.303  -3.459  6.918  0.00
H  -1.160  -3.866  5.453  0.00
H  0.729  -1.478  5.950  0.00
H  1.040  -2.845  4.884  0.00
H  -0.648  -2.019  3.350  0.00
H  0.608  1.630  4.426  0.00
H  -1.254  1.498  6.011  0.00
H  -0.830  -0.190  6.326  0.00
H  0.937  2.284  6.942  0.00
H  0.161  1.233  8.134  0.00
H  1.479  0.601  7.126  0.00

E_HOMO (alpha / beta)   -14.89 / -14.89 eV
Spin multiplicity   2
Total charge   +3
HOMO-LUMO gap (alpha / beta)   0.1709 / 0.1705 hartree


Computed values of DFT total energy (unit: Ha) for the preceding records, in sequence: -7966.77757 -3562.33127 -2551.27945 -2907.09533 -5958.49032.